The following is a quantum chemistry calculation of 2 unconnected molecules or ions with the total composition C3H4INOS, from OMol25.

Atoms and positions in Å:
C  1.46074  -1.61101  1.54092
C  0.67057  -1.80525  0.43788
C  -0.74184  1.71522  -0.78759
N  -0.03212  -1.85934  -0.46855
O  -2.72186  0.07596  -1.27819
S  -1.81882  0.38857  -0.22166
I  3.03978  -0.26498  1.38107
H  1.66034  -2.52269  2.12913
H  0.22162  1.66626  -0.19307
H  -0.54149  1.57760  -1.90336
H  -1.19693  2.63967  -0.63659

Forces on atoms 1 to 2 (eV/Å):
1.37 -0.99 0.36
0.40 0.56 0.78

The electronic energy is -942.45466 a.u. The value obtained for the HOMO-LUMO gap (alpha / beta) is 9.024 / 5.930 eV. For the HOMO energy (alpha / beta), the calculation gives -9.4 / -8.0 eV.

***

The following is a quantum chemistry calculation of 2 unconnected molecules or ions with the total composition C3H4INOS, from OMol25.

Atoms and positions in Å:
C  2.89020  -1.33583  1.62033
C  1.86188  -1.88822  1.34930
C  -1.23267  0.82243  -0.71536
N  0.74006  -2.31109  0.97251
O  -1.26263  -2.82214  -0.33106
S  -0.06822  -2.02345  -0.38009
I  1.32783  -2.67882  -2.36172
H  3.51468  -0.77466  2.14790
H  -2.23244  0.94156  -0.35066
H  -0.36117  1.31398  -0.16180
H  -1.09050  0.82161  -1.78132

Forces on atoms 1 to 2 (eV/Å):
-0.24 -0.74 -0.66
-0.65 0.02 -0.90

The electronic energy is -942.35175 a.u. The value obtained for the HOMO-LUMO gap (alpha / beta) is 8.158 / 5.898 eV. For the HOMO energy (alpha / beta), the calculation gives -9.4 / -9.0 eV.

***

The following is a quantum chemistry calculation of 2 unconnected molecules or ions with the total composition C3H4INOS, from OMol25.

Atoms and positions in Å:
C  -0.58722  -0.36794  0.12492
C  0.64193  -1.00068  0.08901
C  -0.92973  1.03324  -0.03337
N  -1.32257  -2.54376  0.22662
O  -1.58824  -1.25225  0.07522
S  0.34324  -2.68078  0.11334
I  3.81227  1.77533  -0.30177
H  -2.04868  1.19313  -0.03429
H  -0.66833  1.40394  -0.97934
H  -0.54495  1.77746  0.71477
H  2.89228  0.66232  0.00489

Forces on atoms 1 to 2 (eV/Å):
1.87 -2.28 -0.66
1.39 -0.60 0.10

The electronic energy is -942.41938 a.u. The value obtained for the HOMO-LUMO gap is 8.170 eV. For the HOMO energy, the calculation gives -9.2 eV.

***

The following is a quantum chemistry calculation of a single C3H4INS molecule, from OMol25.

Atoms and positions in Å:
C  -0.18131  1.36536  0.09737
C  -1.76660  -0.83743  -0.18290
C  1.54673  -0.28798  0.11225
N  1.06357  0.88351  0.01435
S  -1.76235  0.81271  -0.03951
I  3.63340  -0.33427  0.04271
H  -0.03853  2.45946  0.21213
H  -0.84762  -1.46981  -0.31941
H  -2.62280  -1.43815  -0.00516
H  0.97551  -1.15341  0.06817

Forces on atoms 1 to 2 (eV/Å):
0.11 1.97 -0.22
1.95 -0.67 -0.15

The electronic energy is -867.21370 a.u. The value obtained for the HOMO-LUMO gap (alpha / beta) is 7.193 / 7.215 eV. For the HOMO energy (alpha / beta), the calculation gives -8.0 / -7.7 eV.

***

The following is a quantum chemistry calculation of a molecular structure, C3H4InO, from OMol25.

Atoms and positions in Å:
C  0.55066  -0.11984  -0.29738
C  0.01573  0.43231  1.01858
C  -0.32057  0.97829  -0.34412
H  1.61749  -0.08408  -0.53993
H  0.70181  0.98222  1.67697
H  -0.70864  -0.21562  1.53110
H  -0.43661  1.94593  -0.82854
O  0.06337  -1.65542  -0.79633
In  -1.48324  -2.26378  -1.42036

Forces on atoms 1 to 2 (eV/Å):
0.21 -5.18 -0.54
-0.67 -0.09 -2.49

The electronic energy is -381.09547 a.u. The spin multiplicity is 2. The value obtained for the HOMO-LUMO gap (alpha / beta) is 6.755 / 7.873 eV. The charge is +2. For the HOMO energy (alpha / beta), the calculation gives -20.1 / -21.3 eV.

***

The following is a quantum chemistry calculation of a molecular structure, C3H4Li2O3, from OMol25.

Atoms and positions in Å:
O  1.11507  1.44243  0.28069
C  0.80903  1.96172  1.38496
C  -0.17754  2.99352  1.46080
H  -0.92721  -0.72560  0.97109
H  1.59846  1.97969  2.15696
H  -0.97263  3.02125  0.71353
H  -0.06838  3.79712  2.18905
Li  0.50137  0.79415  -1.39971
O  -0.58451  -0.65637  -1.13338
C  -0.99751  -1.21586  -0.09421
O  -1.78133  -2.19103  -0.09882
Li  -2.17973  -3.73022  0.70435

Forces on atoms 1 to 2 (eV/Å):
-0.96 -0.26 1.00
1.70 1.86 -1.48

The electronic energy is -357.32698 a.u. The spin multiplicity is 2. The value obtained for the HOMO-LUMO gap (alpha / beta) is 10.010 / 8.300 eV. The charge is +1. For the HOMO energy (alpha / beta), the calculation gives -13.6 / -13.7 eV.

***

The following is a quantum chemistry calculation of a molecular structure, C3H4LiO3Tm, from OMol25.

Atoms and positions in Å:
H  5.58058  0.25699  0.34758
C  -1.87811  -0.14071  0.24646
C  -0.59342  0.39753  -0.31019
O  0.17471  -0.65738  -0.82025
C  1.31953  -1.04606  -0.15492
O  1.21205  -2.09794  0.44858
O  -2.90760  0.50278  0.28114
Tm  3.75434  -0.12795  -0.03802
H  -1.85100  -1.17284  0.64753
H  -0.08791  0.92282  0.52219
H  -0.81837  1.14602  -1.08608
Li  -3.90481  2.01675  -0.08402

Forces on atoms 1 to 2 (eV/Å):
0.12 0.07 0.12
-0.17 -0.53 0.29

The electronic energy is -1434.41202 a.u. The spin multiplicity is 3. The value obtained for the HOMO-LUMO gap (alpha / beta) is 7.279 / 6.420 eV. The charge is +2. For the HOMO energy (alpha / beta), the calculation gives -16.2 / -16.1 eV.

***

The following is a quantum chemistry calculation of a molecular structure, C3H4MgNdO4, from OMol25.

Atoms and positions in Å:
O  1.36122  -0.63082  7.08334
C  0.62075  -1.74642  6.80129
O  0.84021  -2.81273  7.71349
C  0.60257  -2.46248  9.10486
Nd  1.64772  -0.26028  9.19347
H  0.87683  -2.16841  5.81172
H  1.08475  -3.25637  9.69448
H  -0.48547  -2.53765  9.30321
H  -0.52923  -1.50146  6.78422
O  -3.57866  -0.96505  8.30983
C  -2.78341  -0.39983  7.53462
O  -3.05498  0.62425  6.87873
Mg  -4.95694  0.43675  7.67930

Forces on atoms 1 to 2 (eV/Å):
0.34 1.18 2.92
-1.92 -1.60 -0.73

The electronic energy is -1178.44612 a.u. The spin multiplicity is 5. The value obtained for the HOMO-LUMO gap (alpha / beta) is 5.350 / 4.363 eV. The charge is +2. For the HOMO energy (alpha / beta), the calculation gives -14.7 / -14.7 eV.